Molecular formula: C6H14O2
Method: DFT, ωB97M-V/def2-TZVPD

Summary:
- LUMO level (eV) = 0.7
- energy relative to the best compared isomer or geometry (same formula, charge and spin) (kcal per mole) = 35.3
- largest force on an atom (eV/Å) = 3.65
- SMILES = CC(=O)CO.CCC
- net charge = 0
- spin multiplicity = 1
- HOMO level (eV) = -9.66

Each atom is followed by the atoms it is bonded to, with distances in Å.
Positions of all 22 atoms, in Å:
1 H 2.09419 -1.94886 -1.23126  C18 1.095
2 H 2.13772 -1.77648 1.57549  C6 1.088
3 H 0.13605 0.75022 -0.55163  C11 1.171
4 H 0.49292 -1.83470 2.25261  C6 1.087
5 C 0.58357 -1.32399 0.17172  C6 1.505, O12 1.211, C18 1.609
6 C 1.15341 -1.31246 1.56504  H2 1.088, H4 1.087, C5 1.505, H15 1.090
7 C -1.85005 0.68739 -1.39262  H10 1.089, C11 1.523, H17 1.089, H20 1.089
8 H -1.48712 0.23266 1.32769  C19 1.089
9 H 1.18504 -0.58919 -1.83494  C18 1.096
10 H -2.84963 1.10508 -1.28349  C7 1.089
11 C -0.87367 1.32710 -0.41470  H3 1.171, C7 1.523, H13 1.094, C19 1.523
12 O -0.34943 -2.02715 -0.14718  C5 1.211
13 H -0.72989 2.37490 -0.69269  C11 1.094
14 H 2.53433 0.50919 0.06649  O22 0.963
15 H 1.26430 -0.28218 1.90303  C6 1.090
16 H -2.36621 1.74343 1.10134  C19 1.089
17 H -1.52725 0.83686 -2.42188  C7 1.089
18 C 1.69125 -0.97244 -0.94128  H1 1.095, C5 1.609, H9 1.096, O22 1.399
19 C -1.38835 1.27195 1.01768  H8 1.089, C11 1.523, H16 1.089, H21 1.089
20 H -1.91909 -0.38279 -1.20095  C7 1.089
21 H -0.71044 1.78743 1.69657  C19 1.089
22 O 2.77837 -0.17598 -0.56504  H14 0.963, C18 1.399